Computed, not measured: the molecule C20H24N2O5S2, with ωB97M-V/def2-TZVPD.

Its maximum force is 1.1 eV/Å. Its SMILES is CCN(C(=O)COC(=O)C1CCN(S(=O)(=O)c2cccs2)CC1)c1ccccc1. The value obtained for the energy relative to the best compared isomer or geometry (same formula, charge and spin) is 2.9 kcal per mole. Its energy is -56018.060 eV. The highest occupied orbital energy is -9.025 eV. The HOMO-LUMO gap comes out at 9.5 eV.

Atoms and positions in Å:
1 C -2.55 1.33 -3.97
2 C -1.78 2.56 -3.50
3 N -1.10 2.34 -2.23
4 C -1.89 2.30 -1.13
5 O -3.06 2.62 -1.15
6 C -1.27 1.81 0.19
7 O -0.14 0.95 0.08
8 C -0.34 -0.24 -0.50
9 O -1.41 -0.60 -0.91
10 C 0.94 -1.05 -0.61
11 C 2.02 -0.63 0.39
12 C 1.58 -0.95 1.81
13 N 1.28 -2.36 1.91
14 S 1.23 -2.99 3.45
15 O 2.33 -2.45 4.18
16 O 1.08 -4.41 3.34
17 C -0.28 -2.35 4.13
18 C -1.49 -2.97 4.20
19 C -2.49 -2.14 4.74
20 C -2.03 -0.90 5.05
21 S -0.35 -0.73 4.71
22 C 0.22 -2.80 1.03
23 C 0.61 -2.54 -0.42
24 C 0.31 2.26 -2.23
25 C 1.06 3.09 -1.39
26 C 2.44 3.02 -1.41
27 C 3.09 2.15 -2.27
28 C 2.35 1.35 -3.12
29 C 0.96 1.40 -3.11
30 H -3.31 1.08 -3.23
31 H -1.89 0.48 -4.09
32 H -3.04 1.54 -4.91
33 H -2.47 3.39 -3.37
34 H -1.02 2.85 -4.24
35 H -0.95 2.65 0.80
36 H -2.08 1.28 0.71
37 H 1.30 -0.89 -1.63
38 H 2.22 0.44 0.30
39 H 2.93 -1.17 0.16
40 H 2.38 -0.75 2.53
41 H 0.71 -0.34 2.08
42 H -1.62 -3.99 3.89
43 H -3.51 -2.45 4.88
44 H -2.57 -0.08 5.47
45 H 0.09 -3.87 1.22
46 H -0.72 -2.28 1.26
47 H -0.22 -2.82 -1.07
48 H 1.49 -3.14 -0.67
49 H 0.55 3.78 -0.74
50 H 3.01 3.66 -0.75
51 H 4.16 2.10 -2.28
52 H 2.85 0.68 -3.81
53 H 0.39 0.77 -3.77

***

Computed, not measured: a cluster of 4 separate species, C20H24N2O9S in total, with ωB97M-V/def2-TZVPD.

Its maximum force is 0.4 eV/Å. Its SMILES is SCCCc1cnc2ccccc2n1.O=C1OCCO1.O=C1OCCO1.O=C1OCCO1. The value obtained for the energy relative to the best compared isomer or geometry (same formula, charge and spin) is 0.0 kcal per mole. Its energy is -53372.697 eV. The highest occupied orbital energy is -9.114 eV. The HOMO-LUMO gap comes out at 8.4 eV.

Atoms and positions in Å:
1 S 5.51 -2.63 -1.66
2 C 5.91 -0.97 -1.07
3 C 5.84 -0.79 0.46
4 C 4.74 0.15 0.96
5 C 3.34 -0.29 0.62
6 C 2.43 -0.63 1.67
7 N 1.20 -1.01 1.46
8 C 0.81 -1.10 0.16
9 C -0.50 -1.52 -0.14
10 C -0.89 -1.63 -1.44
11 C 0.00 -1.33 -2.49
12 C 1.27 -0.91 -2.22
13 C 1.70 -0.78 -0.89
14 N 2.97 -0.35 -0.63
15 H 4.26 -2.70 -1.18
16 H 5.29 -0.25 -1.58
17 H 6.94 -0.83 -1.41
18 H 6.79 -0.37 0.79
19 H 5.76 -1.77 0.94
20 H 4.82 0.22 2.04
21 H 4.90 1.15 0.57
22 H 2.77 -0.57 2.70
23 H -1.20 -1.76 0.64
24 H -1.90 -1.96 -1.67
25 H -0.32 -1.44 -3.52
26 H 1.97 -0.67 -3.01
27 O 0.05 4.96 -0.77
28 C 0.74 4.13 -0.27
29 O 1.75 3.48 -0.90
30 C 2.47 2.72 0.08
31 C 1.44 2.53 1.17
32 O 0.61 3.69 1.01
33 H 2.82 1.79 -0.37
34 H 3.33 3.31 0.41
35 H 0.84 1.63 1.01
36 H 1.86 2.51 2.17
37 O -3.32 -0.76 1.03
38 C -3.10 0.33 1.44
39 O -2.00 0.67 2.13
40 C -1.92 2.09 2.18
41 C -3.37 2.50 2.02
42 O -3.89 1.41 1.24
43 H -1.48 2.41 3.13
44 H -1.30 2.44 1.36
45 H -3.91 2.55 2.96
46 H -3.50 3.43 1.47
47 O -6.46 -4.67 -2.51
48 C -6.37 -3.62 -1.96
49 O -6.45 -2.42 -2.57
50 C -6.52 -1.40 -1.56
51 C -5.87 -2.09 -0.37
52 O -6.16 -3.47 -0.63
53 H -6.00 -0.51 -1.89
54 H -7.57 -1.16 -1.38
55 H -4.79 -1.94 -0.35
56 H -6.29 -1.79 0.59

***

Computed, not measured: the molecule C20H24N4O, with ωB97M-V/def2-TZVPD.

Its maximum force is 2.5 eV/Å. Its SMILES is CCCc1cccc2c1CCN1C(=O)CN[C@H](n3cnc(C)c3)C=C21. The value obtained for the energy relative to the best compared isomer or geometry (same formula, charge and spin) is 52.2 kcal per mole. Its energy is -29136.981 eV. The highest occupied orbital energy is -8.090 eV. The HOMO-LUMO gap comes out at 8.6 eV.

Atoms and positions in Å:
1 C -0.85 5.57 1.28
2 C -2.00 4.58 1.29
3 C -1.80 3.51 2.39
4 C -0.71 2.47 2.09
5 C 0.59 2.71 2.61
6 C 1.59 1.79 2.42
7 C 1.33 0.57 1.83
8 C 0.05 0.29 1.34
9 C -0.94 1.23 1.45
10 C -2.26 0.93 0.70
11 C -2.64 -0.51 1.00
12 N -1.55 -1.42 0.61
13 C -1.93 -2.77 0.49
14 O -3.12 -3.04 0.47
15 C -0.93 -3.95 0.35
16 N 0.42 -3.72 -0.26
17 C 0.48 -2.60 -1.20
18 N 1.59 -2.73 -2.15
19 C 2.43 -3.81 -2.29
20 N 3.19 -3.71 -3.35
21 C 2.92 -2.46 -3.85
22 C 3.59 -1.94 -5.11
23 C 1.94 -1.83 -3.12
24 C 0.73 -1.48 -0.23
25 C -0.22 -0.96 0.61
26 H -1.10 6.33 0.54
27 H 0.09 5.10 1.03
28 H -0.76 6.02 2.27
29 H -2.92 5.08 1.51
30 H -2.13 4.07 0.31
31 H -1.53 4.01 3.35
32 H -2.76 3.00 2.59
33 H 0.77 3.63 3.21
34 H 2.60 2.01 2.77
35 H 2.10 -0.20 1.69
36 H -3.06 1.62 1.00
37 H -2.08 1.07 -0.33
38 H -2.85 -0.66 2.06
39 H -3.56 -0.72 0.45
40 H -0.77 -4.41 1.34
41 H -1.48 -4.66 -0.24
42 H 1.14 -3.57 0.44
43 H -0.46 -2.43 -1.74
44 H 2.38 -4.68 -1.65
45 H 3.27 -2.54 -5.99
46 H 3.30 -0.91 -5.35
47 H 4.69 -2.03 -5.10
48 H 1.50 -0.80 -3.30
49 H 1.72 -1.05 -0.25

***

Computed, not measured: the molecule C20H24N4O3S, with ωB97M-V/def2-TZVPD.

Its maximum force is 0.9 eV/Å. Its SMILES is CCN(CC)CCNC(=O)c1ccc2c(=O)n(Cc3ccco3)c(=S)[nH]c2c1. The value obtained for the energy relative to the best compared isomer or geometry (same formula, charge and spin) is 29.7 kcal per mole. Its energy is -44068.663 eV. The highest occupied orbital energy is -8.454 eV. The HOMO-LUMO gap comes out at 8.2 eV.

Atoms and positions in Å:
1 C -7.09 -3.24 0.23
2 C -7.27 -2.01 1.12
3 N -6.71 -0.77 0.61
4 C -7.49 -0.16 -0.45
5 C -8.44 0.89 0.12
6 C -5.28 -0.80 0.39
7 C -4.69 0.60 0.66
8 N -3.25 0.62 0.46
9 C -2.70 1.08 -0.68
10 O -3.34 1.59 -1.58
11 C -1.21 0.94 -0.76
12 C -0.64 0.73 -2.01
13 C 0.73 0.61 -2.15
14 C 1.55 0.73 -1.03
15 C 3.01 0.61 -1.17
16 O 3.58 0.39 -2.22
17 N 3.74 0.78 0.01
18 C 5.18 0.60 -0.11
19 C 5.53 -0.84 -0.22
20 C 6.16 -1.54 -1.21
21 C 6.20 -2.89 -0.76
22 C 5.59 -2.90 0.45
23 O 5.18 -1.67 0.78
24 C 3.19 1.02 1.23
25 S 4.05 1.24 2.62
26 N 1.83 1.11 1.30
27 C 0.99 0.98 0.22
28 C -0.40 1.08 0.36
29 H -6.04 -3.48 0.09
30 H -7.54 -3.08 -0.75
31 H -7.58 -4.10 0.69
32 H -6.80 -2.20 2.10
33 H -8.33 -1.83 1.30
34 H -6.81 0.33 -1.16
35 H -8.06 -0.90 -1.01
36 H -9.01 1.36 -0.68
37 H -7.88 1.65 0.65
38 H -9.14 0.43 0.82
39 H -4.83 -1.51 1.09
40 H -5.01 -1.10 -0.64
41 H -5.11 1.32 -0.04
42 H -4.92 0.90 1.68
43 H -2.70 0.07 1.10
44 H -1.29 0.66 -2.87
45 H 1.19 0.43 -3.11
46 H 5.52 1.12 -1.01
47 H 5.63 1.05 0.79
48 H 6.54 -1.15 -2.13
49 H 6.63 -3.72 -1.28
50 H 5.39 -3.69 1.14
51 H 1.45 1.31 2.21
52 H -0.81 1.29 1.33

***

Computed, not measured: the molecule C20H24N4O3S, with ωB97M-V/def2-TZVPD.

Its maximum force is 1.7 eV/Å. Its SMILES is COc1ccccc1[C@H](C(=O)NC1CCCC1)N(C(=O)c1csnn1)C1CC1. The value obtained for the energy relative to the best compared isomer or geometry (same formula, charge and spin) is 76.9 kcal per mole. Its energy is -44066.615 eV. The highest occupied orbital energy is -8.503 eV. The HOMO-LUMO gap comes out at 8.6 eV.

Atoms and positions in Å:
1 C 2.62 3.97 -0.34
2 O 1.70 2.98 0.06
3 C 0.40 3.10 -0.31
4 C -0.12 4.17 -1.02
5 C -1.48 4.23 -1.31
6 C -2.32 3.23 -0.87
7 C -1.81 2.15 -0.16
8 C -0.45 2.06 0.10
9 C 0.15 0.91 0.88
10 C 1.53 0.43 0.33
11 O 2.43 0.17 1.09
12 N 1.56 0.29 -1.01
13 C 2.68 -0.24 -1.75
14 C 3.96 0.59 -1.55
15 C 5.09 -0.44 -1.50
16 C 4.45 -1.59 -0.73
17 C 3.06 -1.69 -1.35
18 N -0.74 -0.24 1.01
19 C -1.29 -0.82 -0.08
20 O -1.03 -0.49 -1.23
21 C -2.29 -1.89 0.16
22 C -2.50 -2.94 -0.71
23 S -3.79 -3.87 -0.12
24 N -3.98 -2.85 1.18
25 N -3.16 -1.90 1.19
26 C -0.96 -0.75 2.33
27 C -0.56 -2.16 2.65
28 C 0.23 -1.02 3.21
29 H 3.58 3.67 0.07
30 H 2.35 4.96 0.07
31 H 2.69 4.04 -1.43
32 H 0.52 4.97 -1.36
33 H -1.86 5.06 -1.87
34 H -3.38 3.28 -1.06
35 H -2.48 1.39 0.19
36 H 0.36 1.26 1.89
37 H 0.66 0.34 -1.48
38 H 2.37 -0.22 -2.80
39 H 3.89 1.10 -0.59
40 H 4.10 1.33 -2.33
41 H 5.36 -0.76 -2.51
42 H 5.98 -0.05 -1.01
43 H 4.37 -1.32 0.32
44 H 5.01 -2.52 -0.82
45 H 3.07 -2.33 -2.23
46 H 2.33 -2.10 -0.64
47 H -1.97 -3.17 -1.61
48 H -1.86 -0.36 2.80
49 H -0.10 -2.74 1.87
50 H -1.20 -2.73 3.31
51 H 0.14 -0.79 4.26
52 H 1.21 -0.84 2.80